No. 1
36
Properties=species:S:1:pos:R:3:forces:R:3 method="wB97M-V/def2-TZVPD" e_above_lowest_ev=0.000 total_charge=-2 homo_energy_ev=-7.92 gap_ev=5.37
Al -0.212 0.490 -0.216 1.20 -2.75 1.59
P -3.777 0.434 0.326 -0.95 -0.50 0.77
F -2.874 0.389 -1.072 1.31 -0.15 -0.46
F -4.815 1.418 -0.384 0.42 0.19 -0.24
F -4.622 -0.857 -0.152 0.30 0.65 0.01
F -4.600 0.575 1.695 0.48 -0.14 -0.20
F -2.698 -0.559 0.998 0.48 0.02 -0.04
F -2.765 1.667 0.749 0.02 0.29 -0.29
P 0.638 -2.522 1.524 -0.64 -0.90 2.13
F -0.641 -2.047 0.567 0.21 1.07 -1.25
F 1.170 -3.576 0.459 -0.42 0.58 -0.51
F 1.515 -1.288 0.891 -0.18 0.65 -1.08
F 1.872 -2.943 2.477 -0.55 0.48 0.02
F 0.075 -1.433 2.576 0.40 -0.35 0.34
F -0.375 -3.629 2.164 0.72 0.24 -0.28
P 0.070 2.107 3.164 0.88 0.32 -2.78
F -0.899 3.049 3.997 -0.25 -1.30 0.35
F 0.437 1.051 4.292 -0.24 1.11 0.30
F -0.992 1.014 2.535 -1.25 0.41 0.76
F 1.084 1.313 2.106 1.10 -1.07 -1.34
F -0.283 3.016 1.822 -0.52 0.32 -0.34
F 1.307 3.101 3.420 -0.11 -0.43 0.93
P 0.110 -1.754 -3.317 -0.62 1.31 -0.17
F 1.618 -2.195 -3.680 -0.76 0.06 0.07
F -0.376 -3.240 -3.103 0.36 -0.48 -0.36
F 0.551 -1.675 -1.706 -0.53 0.42 1.09
F -1.418 -1.269 -2.890 0.58 0.10 0.15
F 0.529 -0.179 -3.304 -0.12 0.17 -0.60
F -0.317 -1.667 -4.872 0.33 -0.37 0.51
P 2.987 1.617 -1.620 1.30 -0.52 1.82
F 3.460 3.102 -2.010 -0.54 -0.18 0.12
F 1.471 1.910 -2.130 -1.17 0.39 -0.40
F 3.511 1.051 -2.997 0.02 0.41 -0.46
F 2.444 0.069 -1.342 -0.35 0.63 1.20
F 4.378 1.352 -0.839 -0.17 -0.40 -0.84
F 2.434 2.104 -0.127 -0.75 -0.29 -0.52


No. 2
19
Properties=species:S:1:pos:R:3:forces:R:3 method="wB97M-V/def2-TZVPD" e_above_lowest_ev=7.524 total_charge=+3 homo_energy_ev=-24.83 gap_ev=9.04
Al 0.102 -0.614 -0.359 -0.98 3.74 1.80
O -1.663 -0.452 -1.692 2.01 -0.21 0.67
H -1.832 0.484 -1.798 -0.17 0.84 -0.10
H -2.158 -0.867 -2.399 0.03 -1.07 -0.96
O 1.865 -0.793 0.966 -1.32 -2.37 0.81
H 2.173 -1.426 1.615 -0.02 -0.92 0.68
H 2.476 -0.060 1.036 0.55 -0.39 -0.14
O 2.127 -0.066 -1.093 -1.79 -0.42 -1.13
H 2.371 0.571 -1.764 -0.07 0.76 -1.01
H 2.733 -0.796 -1.223 0.65 -0.82 -0.21
O -1.460 0.838 0.303 0.98 3.49 -0.74
H -1.268 1.726 0.604 -0.42 0.69 -0.14
H -2.300 0.623 0.711 0.04 0.79 0.15
O 0.861 1.215 0.546 -0.56 0.28 -0.54
H 1.745 1.253 0.911 -0.04 0.83 -0.05
H 0.451 2.034 0.824 -0.06 0.61 0.09
O -1.764 -1.130 0.719 1.84 -4.19 0.95
H -2.676 -0.870 0.587 -0.61 -0.79 -0.80
H -1.781 -1.671 1.508 -0.05 -0.85 0.65


No. 3
8
Properties=species:S:1:pos:R:3:forces:R:3 method="wB97M-V/def2-TZVPD" total_charge=-1 homo_energy_ev=-4.01 gap_ev=8.26
N 1.215 -0.577 0.301 0.00 -0.05 -0.45
Al -0.201 0.663 0.047 0.19 0.04 0.02
O -1.667 -0.240 -0.413 -0.10 -0.07 -0.02
H 1.878 -0.469 -0.471 -0.09 -0.03 0.27
H 0.868 -1.530 0.181 0.09 0.14 0.12
H -0.462 1.507 1.426 -0.02 -0.01 0.01
H 0.171 1.672 -1.189 0.02 0.01 0.03
H -1.802 -1.027 0.117 -0.10 -0.03 0.03


No. 4
3
Properties=species:S:1:pos:R:3:forces:R:3 method="wB97M-V/def2-TZVPD" e_above_lowest_ev=0.000 total_charge=+2 homo_energy_ev=-24.92 gap_ev=6.70
Al -23.001 -11.376 1.042 -0.39 -3.48 -0.71
O -23.581 -13.432 0.841 -1.08 3.82 1.74
H -23.372 -14.310 0.467 1.47 -0.35 -1.02


No. 5
28
Properties=species:S:1:pos:R:3:forces:R:3 method="wB97M-V/def2-TZVPD" e_above_lowest_ev=0.440 homo_energy_ev=-10.52 gap_ev=10.25
Ar 0.664 -0.253 -0.216 0.00 0.27 -0.16
O -1.533 1.689 2.228 0.41 -0.18 0.25
H -1.996 1.596 3.060 -0.07 0.19 0.31
H -1.979 1.083 1.636 -0.41 -0.17 -0.67
O 0.691 -3.003 0.924 0.09 -0.68 -0.48
H -0.243 -3.201 0.986 -0.20 -0.06 0.06
H 0.872 -2.454 1.687 0.04 0.44 0.30
O 0.076 3.405 0.513 -0.17 0.41 -0.24
H -0.256 2.677 1.039 -0.21 -0.11 0.33
H 0.968 3.147 0.282 0.17 -0.30 -0.16
O -0.064 -1.016 2.925 0.23 -0.41 0.21
H -0.211 -0.103 2.677 -0.02 0.55 -0.16
H -0.932 -1.416 2.893 -0.23 -0.09 0.09
O 2.870 2.818 0.491 0.00 -0.05 -0.18
H 2.754 3.693 0.862 0.04 0.35 0.17
H 3.661 2.482 0.911 0.18 -0.20 0.06
O 3.397 -2.477 -3.242 0.46 0.09 -0.21
H 2.470 -2.377 -3.027 -0.48 -0.32 0.22
H 3.776 -1.613 -3.079 0.18 0.17 -0.02
O -2.652 1.365 -2.767 -0.16 0.09 -0.30
H -2.022 2.040 -3.018 0.15 0.17 -0.15
H -2.415 1.137 -1.869 0.05 -0.25 0.32
O -3.164 0.651 -0.084 0.37 -0.11 0.48
H -3.774 -0.074 0.053 -0.16 -0.31 -0.12
H -3.722 1.428 -0.134 -0.18 0.39 -0.09
O 0.978 -3.467 -2.183 -0.30 0.13 -0.28
H 0.955 -4.417 -2.302 0.11 -0.20 -0.14
H 0.832 -3.339 -1.246 0.12 0.20 0.57


No. 6
38
Properties=species:S:1:pos:R:3:forces:R:3 method="wB97M-V/def2-TZVPD" e_above_lowest_ev=0.000 homo_energy_ev=-9.80 gap_ev=9.34
He 0.435 -3.628 -0.499 0.00 -0.01 0.00
Ar -0.177 -0.449 -0.159 0.00 -0.01 0.03
O 3.089 0.945 -0.002 0.14 -0.27 -0.82
H 3.905 0.745 0.456 0.23 -0.01 0.07
H 2.528 1.336 0.667 -0.38 0.14 0.73
O 2.402 -1.548 -1.876 0.14 -0.23 0.09
H 2.501 -2.344 -1.354 0.06 -0.27 0.17
H 2.788 -0.857 -1.336 0.07 0.54 0.26
O -1.041 -3.040 2.656 0.16 -0.13 0.09
H -0.894 -2.116 2.859 -0.17 0.30 0.15
H -1.761 -3.036 2.025 -0.14 -0.08 -0.22
O 1.783 1.992 2.340 0.73 -0.07 -0.13
H 2.173 1.993 3.214 0.30 0.03 0.12
H 0.839 1.999 2.499 -0.91 0.19 -0.25
O -2.909 1.137 0.340 0.06 -0.06 0.37
H -3.638 1.721 0.548 -0.34 0.34 0.01
H -3.154 0.734 -0.493 0.08 -0.09 -0.35
O -3.492 -0.377 2.775 0.17 -0.06 0.41
H -3.349 0.002 1.908 0.12 0.24 -0.52
H -3.632 -1.309 2.609 -0.15 -0.26 0.11
O 1.140 2.934 -1.353 -0.41 0.02 -0.27
H 1.807 2.252 -1.433 0.40 -0.31 0.04
H 1.349 3.377 -0.530 0.00 0.16 0.22
O 0.778 -1.920 -4.023 0.09 -0.37 -0.60
H 0.071 -1.317 -3.793 -0.49 0.01 0.03
H 1.315 -1.972 -3.233 0.29 0.22 0.12
O 2.033 -2.771 2.506 0.40 0.13 -0.13
H 1.262 -2.266 2.248 -0.22 -0.07 -0.17
H 1.927 -2.906 3.448 -0.03 -0.14 0.22
O -1.634 -0.569 -3.499 -0.20 -0.29 -0.01
H -2.188 -0.814 -2.758 -0.08 -0.26 0.08
H -1.388 0.339 -3.324 0.08 0.90 -0.11
O -0.834 2.311 -3.551 -0.53 -0.43 -0.09
H -0.380 2.469 -2.723 0.42 0.34 0.52
H -0.141 2.055 -4.160 0.23 0.02 -0.27
O -0.962 1.937 2.462 0.30 0.21 0.39
H -1.550 1.909 1.707 -0.10 -0.07 -0.48
H -1.002 1.054 2.830 -0.32 -0.30 0.18


No. 7
40
Properties=species:S:1:pos:R:3:forces:R:3 method="wB97M-V/def2-TZVPD" e_above_lowest_ev=0.555 homo_energy_ev=-9.92 gap_ev=9.22
Ar 0.013 -0.219 0.315 -0.18 -0.12 -0.23
O -1.606 -3.114 -1.213 0.59 0.06 -1.29
H -0.759 -3.458 -0.926 0.05 -0.14 0.07
H -2.054 -2.873 -0.402 -0.58 0.14 1.15
O -1.039 -0.678 -2.947 0.41 0.58 -0.30
H -1.238 -1.350 -2.295 -0.31 -0.58 0.54
H -0.889 -1.166 -3.757 -0.07 -0.08 -0.20
O 1.626 3.215 -0.979 -0.19 0.24 0.23
H 2.235 3.895 -1.267 0.12 0.21 0.00
H 1.759 2.497 -1.598 0.07 -0.37 -0.08
O -1.888 2.117 -2.341 -0.03 0.24 0.06
H -1.982 2.719 -3.080 -0.11 0.26 -0.05
H -1.355 1.399 -2.683 0.08 -0.67 -0.01
O -2.693 2.953 0.312 -0.86 -0.29 0.30
H -2.480 2.554 -0.531 0.10 -0.04 -0.59
H -1.871 2.928 0.804 0.77 0.33 0.31
O -0.737 -2.688 3.252 0.04 0.02 0.04
H -0.288 -2.000 3.743 0.02 0.24 0.18
H -0.072 -3.366 3.128 0.13 -0.28 -0.03
O 2.653 -2.682 -0.037 -0.01 -0.49 -0.06
H 1.841 -3.172 -0.167 -0.28 -0.12 0.08
H 2.944 -2.461 -0.922 0.17 -0.11 -0.31
O -2.684 -2.526 1.272 0.04 -1.14 -0.32
H -2.933 -1.621 1.090 -0.32 0.90 -0.28
H -1.993 -2.457 1.931 0.32 -0.16 0.41
O 1.645 0.981 2.540 -0.55 0.46 0.62
H 1.302 0.273 3.085 -0.05 -0.05 0.20
H 2.178 0.538 1.880 0.71 -0.25 -0.65
O -3.451 -0.064 0.809 -0.13 -0.28 -0.07
H -4.038 -0.018 1.563 -0.34 0.19 0.16
H -2.825 0.647 0.948 0.13 0.73 -0.19
O -0.163 3.067 1.503 -0.57 0.24 0.21
H 0.427 3.408 0.831 0.25 0.04 -0.43
H 0.201 2.212 1.730 0.53 -0.34 0.32
O 3.251 0.880 -2.004 -0.08 -0.02 0.23
H 2.997 0.003 -2.293 -0.27 -0.19 -0.27
H 4.067 1.059 -2.472 0.31 0.16 -0.14
O 3.357 -0.293 0.732 0.33 0.57 0.48
H 3.506 0.043 -0.152 0.01 0.58 -0.25
H 3.038 -1.185 0.599 -0.21 -0.46 0.18


No. 8
43
Properties=species:S:1:pos:R:3:forces:R:3 method="wB97M-V/def2-TZVPD" e_above_lowest_ev=0.523 homo_energy_ev=-9.30 gap_ev=8.89
Ar 1.086 -10.355 -6.576 0.20 -0.05 -0.13
O 3.297 -8.164 -9.279 -0.07 0.10 -0.60
H 3.266 -8.353 -8.341 -0.05 0.11 0.67
H 3.823 -8.872 -9.649 0.06 -0.17 -0.18
O -1.471 -12.999 -6.960 -0.07 0.04 0.08
H -0.669 -13.497 -7.117 0.43 -0.05 -0.03
H -2.154 -13.495 -7.412 -0.31 -0.21 -0.06
O 2.338 -13.455 -8.848 0.01 0.11 -0.49
H 2.273 -13.419 -7.893 -0.29 -0.16 0.67
H 3.229 -13.160 -9.038 0.46 -0.15 -0.05
O -2.038 -10.410 -7.930 -0.69 0.02 -0.11
H -1.413 -10.082 -8.575 0.51 0.35 -0.24
H -1.851 -11.347 -7.870 0.12 -0.46 0.20
O -0.308 -7.550 -7.559 0.10 0.63 0.66
H -0.167 -7.957 -8.413 0.27 -0.39 -0.45
H -1.180 -7.158 -7.621 -0.26 0.01 0.16
O -1.719 -9.819 -5.294 -0.17 0.37 0.75
H -1.010 -10.327 -4.899 0.04 -0.20 0.37
H -1.755 -10.122 -6.201 -0.17 0.12 -0.67
O 3.878 -12.385 -4.633 -0.26 -0.12 -0.23
H 4.064 -12.498 -3.701 -0.04 0.06 0.44
H 4.541 -12.915 -5.076 0.37 -0.27 -0.18
O 1.885 -11.177 -10.374 0.02 0.81 -0.43
H 1.675 -11.621 -11.196 -0.05 -0.09 -0.24
H 2.020 -11.887 -9.746 -0.26 -0.54 0.54
O -0.155 -9.284 -9.673 -0.61 0.30 -0.05
H -0.661 -9.236 -10.483 -0.16 0.15 -0.25
H 0.632 -9.774 -9.911 0.88 -0.51 -0.05
O -0.035 -11.816 -3.878 0.22 0.14 0.30
H -0.519 -12.604 -3.631 -0.31 -0.10 0.03
H 0.614 -12.122 -4.512 0.17 -0.07 -0.35
O 5.308 -10.129 -5.743 0.74 -0.23 -0.07
H 4.543 -9.570 -5.881 -0.54 0.38 -0.19
H 4.957 -10.917 -5.326 -0.20 0.04 0.17
O 3.414 -8.122 -6.458 0.62 -0.52 -0.28
H 4.121 -7.518 -6.230 0.24 0.27 -0.06
H 2.681 -7.853 -5.904 -0.87 0.37 0.52
O 1.240 -6.885 -5.048 0.55 -0.15 0.40
H 0.614 -7.104 -5.738 -0.60 -0.29 -0.62
H 1.429 -5.956 -5.180 0.02 0.26 -0.01
O 1.734 -13.724 -5.996 -0.45 -0.07 -0.41
H 2.431 -13.260 -5.531 0.49 0.50 0.45
H 1.466 -14.420 -5.395 -0.08 -0.32 0.03


No. 9
11
Properties=species:S:1:pos:R:3:forces:R:3 method="wB97M-V/def2-TZVPD" total_charge=-2 homo_energy_ev="1.70 / -3.24" spin_multiplicity=5 gap_ev="3.67 / 3.55"
Ti 1.630 1.070 -1.530 -0.66 0.78 -0.49
Cl 1.749 -0.818 -3.520 0.27 0.28 0.55
Cl 0.540 3.471 -2.203 0.49 -0.85 0.26
Cl 4.137 0.976 -0.156 -0.31 -0.22 -0.31
As -1.161 -0.664 1.049 0.06 -0.61 1.41
F -2.233 -1.336 2.423 1.28 0.90 -1.52
F -2.267 -1.406 -0.142 0.60 0.55 0.59
F -0.085 0.038 -0.284 -0.29 -0.41 0.56
F 0.025 0.041 2.309 -1.43 -0.77 -1.37
F -0.234 -2.206 1.048 -0.43 1.05 0.07
F -2.100 0.834 1.005 0.42 -0.70 0.24


What did the eighth record say?
43
Properties=species:S:1:pos:R:3:forces:R:3 method="wB97M-V/def2-TZVPD" e_above_lowest_ev=0.523 homo_energy_ev=-9.30 gap_ev=8.89
Ar 1.086 -10.355 -6.576 0.20 -0.05 -0.13
O 3.297 -8.164 -9.279 -0.07 0.10 -0.60
H 3.266 -8.353 -8.341 -0.05 0.11 0.67
H 3.823 -8.872 -9.649 0.06 -0.17 -0.18
O -1.471 -12.999 -6.960 -0.07 0.04 0.08
H -0.669 -13.497 -7.117 0.43 -0.05 -0.03
H -2.154 -13.495 -7.412 -0.31 -0.21 -0.06
O 2.338 -13.455 -8.848 0.01 0.11 -0.49
H 2.273 -13.419 -7.893 -0.29 -0.16 0.67
H 3.229 -13.160 -9.038 0.46 -0.15 -0.05
O -2.038 -10.410 -7.930 -0.69 0.02 -0.11
H -1.413 -10.082 -8.575 0.51 0.35 -0.24
H -1.851 -11.347 -7.870 0.12 -0.46 0.20
O -0.308 -7.550 -7.559 0.10 0.63 0.66
H -0.167 -7.957 -8.413 0.27 -0.39 -0.45
H -1.180 -7.158 -7.621 -0.26 0.01 0.16
O -1.719 -9.819 -5.294 -0.17 0.37 0.75
H -1.010 -10.327 -4.899 0.04 -0.20 0.37
H -1.755 -10.122 -6.201 -0.17 0.12 -0.67
O 3.878 -12.385 -4.633 -0.26 -0.12 -0.23
H 4.064 -12.498 -3.701 -0.04 0.06 0.44
H 4.541 -12.915 -5.076 0.37 -0.27 -0.18
O 1.885 -11.177 -10.374 0.02 0.81 -0.43
H 1.675 -11.621 -11.196 -0.05 -0.09 -0.24
H 2.020 -11.887 -9.746 -0.26 -0.54 0.54
O -0.155 -9.284 -9.673 -0.61 0.30 -0.05
H -0.661 -9.236 -10.483 -0.16 0.15 -0.25
H 0.632 -9.774 -9.911 0.88 -0.51 -0.05
O -0.035 -11.816 -3.878 0.22 0.14 0.30
H -0.519 -12.604 -3.631 -0.31 -0.10 0.03
H 0.614 -12.122 -4.512 0.17 -0.07 -0.35
O 5.308 -10.129 -5.743 0.74 -0.23 -0.07
H 4.543 -9.570 -5.881 -0.54 0.38 -0.19
H 4.957 -10.917 -5.326 -0.20 0.04 0.17
O 3.414 -8.122 -6.458 0.62 -0.52 -0.28
H 4.121 -7.518 -6.230 0.24 0.27 -0.06
H 2.681 -7.853 -5.904 -0.87 0.37 0.52
O 1.240 -6.885 -5.048 0.55 -0.15 0.40
H 0.614 -7.104 -5.738 -0.60 -0.29 -0.62
H 1.429 -5.956 -5.180 0.02 0.26 -0.01
O 1.734 -13.724 -5.996 -0.45 -0.07 -0.41
H 2.431 -13.260 -5.531 0.49 0.50 0.45
H 1.466 -14.420 -5.395 -0.08 -0.32 0.03